Molecular formula: C2H3O2S2
Method: DFT, ωB97M-V with the def2-TZVPD basis set

Last column: natural (NBO) charge in e.
Atoms and positions in Å:
C1 -0.572 -0.417 0.339  -0.4651
C2 -0.014 0.867 0.795  -0.7119
O1 -0.040 -0.800 -2.376  -0.9500
O2 1.863 -0.931 -0.897  -0.9695
S1 -2.138 -0.774 0.801  -0.1508
S2 0.500 -1.419 -1.150  1.5971
H1 -0.081 1.483 -0.119  0.2095
H2 -0.577 1.242 1.771  0.2165
H3 1.059 0.750 0.836  0.2241

Summary:
LUMO (alpha / beta) ... 3.647 / 2.115 eV
Total charge ... -1
Energy relative to the best compared isomer or geometry (same formula, charge and spin) ... 0.142 eV
2S+1 ... 3
Frontier orbital gap (alpha / beta) ... 5.703 / 6.265 eV
<S²> ... 2.015